C5H10N2O | wB97M-V/def2-TZVPD

Each line ends with the Löwdin charge.
Positions of all 18 atoms, in Å:
C  0.8314  1.6234  2.7391  -0.1349
O  0.0092  0.4826  3.0152  -0.1271
H  -0.4863  0.6460  3.8109  0.0676
H  0.4432  2.5840  3.0686  0.0809
H  0.9747  1.6321  1.6575  0.0532
H  1.8262  1.4401  3.1635  0.0806
C  -0.2650  0.1227  -3.1669  -0.0552
C  0.2429  -0.1925  -0.6289  -0.0696
C  -0.2694  -0.5611  -1.8414  -0.3615
C  -0.8279  -2.0990  -0.4609  -0.2076
N  -0.0740  -1.2149  0.2368  0.0535
N  -0.9460  -1.7565  -1.7205  0.0834
H  0.7171  0.7263  -0.3346  0.0962
H  -0.1380  -1.1588  1.2336  0.1164
H  -0.4634  1.1903  -3.1792  0.0686
H  -0.9919  -0.3798  -3.8071  0.0704
H  -1.2663  -3.0157  -0.1055  0.1126
H  0.6836  -0.0692  -3.6802  0.0725

Summary:
LUMO level (eV): 0.6
Spin multiplicity: 1
ΔE to the lowest compared entry with this formula, charge and spin (kcal per mole): 21.7
SMILES: Cc1c[nH]cn1.CO
Gap between HOMO and LUMO (eV): 9.00

C5H10N2O | wB97M-V/def2-TZVPD

Each line ends with the Löwdin charge.
Positions of all 18 atoms, in Å:
C  -1.8370  -0.3188  -2.0362  -0.0061
C  -1.9226  0.7137  -0.9428  -0.6054
N  -2.7678  0.4154  0.0788  0.1558
O  -1.2430  1.7220  -0.9390  0.0226
H  -1.8244  0.1778  -3.0027  0.0855
H  -2.6571  -1.0338  -2.0066  0.0716
H  -0.8900  -0.8451  -1.9346  0.0836
H  -3.4258  -0.3392  0.0188  0.0934
H  -2.9078  1.1130  0.7907  0.1093
C  1.2607  -0.4732  1.0361  -0.2701
C  1.4848  0.7953  0.7398  0.0187
C  3.3052  -1.4927  0.9567  -0.0533
N  2.2177  -1.3442  1.5850  -0.0293
H  0.2789  -0.9273  0.9733  0.0921
H  2.4810  1.1918  0.9031  0.0594
H  0.7090  1.4069  0.3072  0.0288
H  4.0580  -2.1321  1.4058  0.0649
H  3.4629  -1.0174  -0.0134  0.0785

Summary:
LUMO level (eV): 0.8
Spin multiplicity: 1
ΔE to the lowest compared entry with this formula, charge and spin (kcal per mole): 31.7
SMILES: CC(N)=O.C=CN=C
Gap between HOMO and LUMO (eV): 9.80